1.
Below is the molecule C5H11NO, with properties calculated with ωB97M-V/def2-TZVPD.

Results
HOMO-LUMO gap	10.59	eV
structure (SMILES)	C[C@H]1CN1CCO
F_max	0.424	eV/A
E_HOMO	-0.347	Ha
energy above the lowest of the compared OMol25 structures with the same formula, charge and spin	49.6	kcal per mole
LUMO energy	0.042	Eh

Element x y z (Å)
C1 -0.85 -1.54 -1.39
C2 -1.01 -0.51 -0.31
C3 -1.11 -0.86 1.13
N1 0.11 -0.28 0.59
C4 0.38 1.10 0.96
C5 1.64 1.61 0.19
O1 2.04 0.71 -0.82
H1 -0.29 -1.11 -2.24
H2 -1.82 -1.88 -1.76
H3 -0.30 -2.41 -1.02
H4 -1.55 0.39 -0.60
H5 -1.03 -1.90 1.44
H6 -1.73 -0.24 1.77
H7 -0.49 1.75 0.76
H8 0.58 1.14 2.03
H9 1.43 2.56 -0.30
H10 2.45 1.79 0.90
H11 1.84 -0.17 -0.47

=====

2.
Below is a 2-piece molecular cluster, C5H11NO overall, with properties calculated with ωB97M-V/def2-TZVPD.

Results
HOMO-LUMO gap	10.35	eV
structure (SMILES)	CC(C)=O.C=NC
F_max	0.552	eV/A
E_HOMO	-0.345	Ha
energy above the lowest of the compared OMol25 structures with the same formula, charge and spin	38.1	kcal per mole
LUMO energy	0.035	Eh

Element x y z (Å)
C1 0.25 -1.47 -1.41
C2 -0.97 -0.61 -1.21
C3 -1.91 -1.00 -0.08
O1 -1.22 0.34 -1.93
H1 0.80 -1.19 -2.31
H2 -0.06 -2.52 -1.49
H3 0.91 -1.39 -0.55
H4 -2.89 -0.56 -0.29
H5 -1.54 -0.61 0.87
H6 -2.01 -2.08 0.03
C4 0.85 1.84 -0.17
N1 0.49 1.00 0.70
C5 1.20 0.97 1.97
H7 0.33 1.89 -1.13
H8 1.67 2.55 0.00
H9 0.54 1.28 2.79
H10 1.50 -0.06 2.20
H11 2.09 1.61 2.00

=====

3.
Below is C5H11NO as an isolated structure, with properties calculated with ωB97M-V/def2-TZVPD.

Results
HOMO-LUMO gap	10.23	eV
F_max	3.957	eV/A
E_HOMO	-0.343	Ha
energy above the lowest of the compared OMol25 structures with the same formula, charge and spin	63.0	kcal per mole
LUMO energy	0.033	Eh

Element x y z (Å)
C1 -1.76 -0.70 -0.54
C2 -1.05 0.60 -0.73
C3 0.62 0.60 0.20
C4 0.39 1.30 1.52
N1 1.07 -0.74 0.33
C5 1.89 -1.19 -0.71
O1 2.58 -0.52 -1.45
H1 -1.96 -1.29 -1.43
H2 -0.97 -1.54 0.02
H3 -2.59 -0.69 0.17
H4 -0.78 0.82 -1.77
H5 -1.50 1.47 -0.23
H6 1.15 1.16 -0.57
H7 -0.06 2.29 1.34
H8 -0.31 0.70 2.12
H9 1.30 1.44 2.12
H10 0.14 -1.44 0.40
H11 1.84 -2.28 -0.79

=====

4.
Below is C5H11NO as an isolated structure, with properties calculated with ωB97M-V/def2-TZVPD.

Results
HOMO-LUMO gap	8.52	eV
F_max	0.398	eV/A
E_HOMO	-0.285	Ha
energy above the lowest of the compared OMol25 structures with the same formula, charge and spin	89.5	kcal per mole
LUMO energy	0.028	Eh

Element x y z (Å)
C1 1.53 1.08 0.48
C2 1.10 0.38 1.75
C3 -1.10 0.16 1.41
N1 -1.23 0.08 0.05
C4 -1.06 -1.12 -0.64
O1 -0.68 -2.13 -0.08
C5 -1.33 -1.05 -2.13
H1 2.62 1.20 0.45
H2 1.25 0.50 -0.41
H3 1.08 2.07 0.39
H4 1.68 -0.52 1.94
H5 1.12 1.02 2.63
H6 -0.05 -0.29 1.85
H7 -1.23 1.19 1.75
H8 -1.34 0.91 -0.53
H9 -0.40 -0.83 -2.66
H10 -2.08 -0.29 -2.39
H11 -1.68 -2.04 -2.46

=====

5.
Below is the molecule C5H11NO, with properties calculated with ωB97M-V/def2-TZVPD.

Results
HOMO-LUMO gap	10.53	eV
structure (SMILES)	CNC(=O)C(C)C
F_max	0.416	eV/A
E_HOMO	-0.355	Ha
energy above the lowest of the compared OMol25 structures with the same formula, charge and spin	2.1	kcal per mole
LUMO energy	0.032	Eh

Element x y z (Å)
C1 2.81 0.48 -0.19
N1 1.44 0.21 -0.54
C2 0.47 -0.14 0.35
O1 0.68 -0.34 1.54
C3 -0.93 -0.18 -0.25
C4 -1.62 -1.50 0.11
C5 -1.69 1.04 0.28
H1 3.09 1.50 -0.49
H2 3.50 -0.22 -0.67
H3 2.91 0.39 0.89
H4 1.15 0.33 -1.50
H5 -0.87 -0.10 -1.35
H6 -1.57 -1.66 1.19
H7 -1.13 -2.34 -0.39
H8 -2.67 -1.48 -0.20
H9 -2.72 1.05 -0.08
H10 -1.69 1.03 1.37
H11 -1.20 1.97 -0.05

=====

6.
Below is C5H11NO as an isolated structure, with properties calculated with ωB97M-V/def2-TZVPD.

Results
HOMO-LUMO gap	8.87	eV
F_max	6.571	eV/A
E_HOMO	-0.289	Ha
energy above the lowest of the compared OMol25 structures with the same formula, charge and spin	131.6	kcal per mole
LUMO energy	0.037	Eh

Element x y z (Å)
C1 -0.21 0.88 0.30
C2 1.39 -0.69 -0.52
C3 0.04 0.99 -2.11
N1 0.04 -0.15 -0.52
C4 -0.22 -0.41 1.86
C5 -1.04 -1.43 2.00
O1 -1.44 1.44 0.32
H1 -2.08 0.75 0.11
H2 0.55 1.63 0.53
H3 0.46 -0.06 2.64
H4 2.16 0.04 -0.27
H5 1.43 -1.52 0.18
H6 1.60 -1.08 -1.52
H7 -0.80 1.68 -2.10
H8 1.00 1.50 -2.16
H9 -0.08 0.21 -2.84
H10 -1.64 -1.80 1.17
H11 -1.16 -1.97 2.94